(1)
Computed, not measured: a cluster of 17 separate species, C38H112N2O32 in total at a distorted geometry, with ωB97M-V/def2-TZVPD.

Structure (ORCA input):
```
! wB97M-V def2-TZVPD RIJCOSX def2/J DEFGRID3
* xyz 0 1
C -0.695 1.820 -1.187
C 0.107 1.334 0.041
C 0.930 0.051 -0.239
O 0.085 -1.050 -0.690
C 0.638 -2.355 -0.487
N 0.920 2.519 0.378
H -1.054 2.830 -0.989
H -1.467 1.064 -1.331
H -0.021 1.781 -2.042
H -0.547 1.103 0.882
H 1.451 -0.282 0.659
H 1.762 0.182 -0.931
H -0.041 -3.035 -1.002
H 0.658 -2.617 0.571
H 1.669 -2.419 -0.836
H 1.491 2.308 1.184
H 1.569 2.499 -0.395
C -6.014 -2.817 -1.525
C -6.295 -2.407 -0.030
C -7.772 -2.620 0.358
O -8.658 -2.255 -0.650
C -10.082 -2.310 -0.276
N -5.360 -3.104 0.861
H -5.118 -2.252 -1.780
H -6.777 -2.521 -2.245
H -5.992 -3.888 -1.727
H -6.184 -1.332 0.107
H -7.879 -1.885 1.157
H -7.996 -3.609 0.759
H -10.476 -1.479 0.307
H -10.339 -3.174 0.337
H -10.684 -2.307 -1.185
H -5.235 -2.572 1.710
H -4.432 -3.066 0.464
C -4.675 -3.738 6.747
C -4.049 -2.322 7.063
O -3.473 -1.667 5.964
O -3.645 -4.626 6.313
H -5.504 -3.792 6.041
H -5.007 -4.041 7.740
H -3.260 -2.496 7.795
H -4.756 -1.676 7.583
H -3.236 -0.802 6.307
H -4.149 -5.254 5.789
C -3.770 -9.579 1.763
C -5.082 -10.130 2.381
O -5.637 -9.251 3.359
O -4.142 -8.610 0.783
H -3.164 -10.357 1.298
H -3.124 -9.218 2.562
H -4.896 -11.036 2.958
H -5.893 -10.359 1.690
H -6.438 -9.654 3.703
H -4.321 -7.848 1.339
C 5.481 3.870 -4.037
C 4.802 4.965 -4.837
O 3.508 5.381 -4.395
O 5.905 4.197 -2.720
H 6.352 3.638 -4.650
H 4.799 3.020 -4.041
H 4.645 4.806 -5.904
H 5.479 5.819 -4.812
H 2.831 4.840 -4.806
H 6.103 3.349 -2.315
C 2.589 -1.854 6.802
C 3.578 -2.304 7.931
O 4.464 -1.312 8.360
O 1.847 -2.963 6.175
H 3.068 -1.222 6.054
H 1.844 -1.181 7.227
H 4.179 -3.073 7.446
H 2.976 -2.784 8.703
H 4.767 -1.375 9.269
H 1.012 -2.609 5.859
C 2.087 -2.867 -5.890
C 2.385 -4.226 -6.471
O 1.893 -5.296 -5.562
O 0.668 -2.691 -5.722
H 2.563 -2.150 -6.559
H 2.619 -2.705 -4.952
H 3.444 -4.257 -6.727
H 1.934 -4.320 -7.459
H 1.333 -5.834 -6.127
H 0.478 -2.948 -4.817
C 6.956 -7.599 -2.635
C 7.223 -6.055 -2.650
O 7.244 -5.643 -1.298
O 5.638 -7.881 -2.205
H 7.593 -7.990 -1.842
H 7.228 -8.147 -3.538
H 6.435 -5.470 -3.125
H 8.191 -5.946 -3.139
H 6.697 -6.189 -0.729
H 5.072 -7.465 -2.860
C 4.553 10.924 -1.433
C 3.708 10.199 -0.428
O 2.425 9.854 -0.985
O 5.485 11.743 -0.831
H 3.874 11.541 -2.021
H 5.063 10.246 -2.118
H 3.422 10.652 0.522
H 4.259 9.305 -0.138
H 2.603 9.134 -1.595
H 6.103 11.230 -0.306
C -1.965 5.692 6.039
C -2.379 6.324 4.720
O -1.324 6.817 3.933
O -1.491 4.351 5.875
H -2.777 5.829 6.753
H -1.122 6.176 6.533
H -3.020 7.167 4.979
H -3.008 5.622 4.173
H -0.842 6.061 3.593
H -0.548 4.321 5.699
C -3.135 -8.406 -6.282
C -2.774 -8.910 -7.683
O -1.433 -8.775 -8.038
O -2.526 -9.147 -5.215
H -4.202 -8.532 -6.099
H -2.769 -7.393 -6.115
H -3.345 -8.228 -8.312
H -3.270 -9.869 -7.837
H -1.023 -9.589 -7.738
H -2.884 -8.763 -4.411
C -8.156 3.944 -2.445
C -9.036 5.170 -2.866
O -10.290 5.287 -2.165
O -8.603 2.818 -3.161
H -8.233 3.716 -1.382
H -7.125 4.111 -2.757
H -9.272 5.061 -3.924
H -8.389 6.047 -2.894
H -10.465 6.229 -2.105
H -9.249 2.326 -2.648
C -3.230 12.318 -2.086
C -3.521 10.828 -2.323
O -3.645 10.070 -1.092
O -2.043 12.523 -1.330
H -3.968 12.737 -1.401
H -3.206 12.859 -3.031
H -2.827 10.265 -2.948
H -4.527 10.645 -2.700
H -2.795 9.948 -0.664
H -1.475 11.753 -1.411
C 0.410 3.537 -9.515
C 0.181 4.125 -10.908
O 1.109 5.186 -11.122
O -0.150 4.308 -8.492
H 1.458 3.402 -9.251
H 0.035 2.513 -9.548
H -0.854 4.397 -11.112
H 0.380 3.266 -11.549
H 1.087 5.760 -10.353
H -1.101 4.268 -8.612
C 8.855 -0.244 2.261
C 8.575 -0.813 3.676
O 8.100 0.279 4.472
O 7.745 -0.408 1.451
H 9.610 -0.872 1.789
H 9.268 0.764 2.295
H 9.447 -1.175 4.220
H 7.902 -1.668 3.611
H 7.681 -0.028 5.279
H 7.725 -1.358 1.317
C 3.167 -8.688 5.652
C 3.235 -8.652 4.103
O 3.602 -7.344 3.844
O 1.985 -8.135 6.253
H 4.010 -8.108 6.028
H 3.280 -9.746 5.890
H 2.265 -8.911 3.679
H 4.020 -9.309 3.729
H 2.972 -6.747 4.253
H 1.886 -7.194 6.089
C 4.557 6.718 6.134
C 4.261 5.312 6.751
O 3.733 4.495 5.771
O 5.309 7.512 7.083
H 3.625 7.151 5.772
H 5.099 6.545 5.204
H 3.633 5.280 7.642
H 5.250 4.984 7.072
H 4.424 3.901 5.468
H 4.767 8.253 7.361
*
```

**Frontier orbital gap**: 9.32 eV
**Electronic energy**: -109706.8612 eV


(2)
Computed, not measured: a structure of composition C36H33IrN12OSTe at a distorted geometry, with ωB97M-V/def2-TZVPD.

Structure (ORCA input):
```
! wB97M-V def2-TZVPD RIJCOSX def2/J DEFGRID3
* xyz 3 2
Ir 0.131 0.279 0.749
C -2.916 -1.514 -2.114
C -2.033 -1.196 -0.956
N -1.446 -0.053 -0.818
N -1.656 0.904 -1.716
C -1.386 2.127 -1.379
N -1.575 3.094 -2.273
S -0.822 2.587 0.215
C -1.827 -2.163 0.118
C -2.430 -3.418 0.103
C -2.208 -4.290 1.155
C -1.415 -3.881 2.216
C -0.870 -2.610 2.172
N -1.057 -1.779 1.150
H -3.024 -0.642 -2.748
H -3.904 -1.833 -1.780
H -2.487 -2.326 -2.704
H -1.976 2.865 -3.169
H -1.443 4.063 -2.037
H -3.070 -3.712 -0.716
H -2.656 -5.275 1.157
H -1.240 -4.524 3.067
H -0.263 -2.246 2.993
C 3.490 -4.214 2.238
N 2.753 -3.183 1.527
C 2.365 -1.968 1.924
N 1.735 -1.364 0.925
C 1.768 -2.282 -0.084
N 2.378 -3.385 0.251
C 4.995 -4.092 2.100
C 5.827 -4.686 3.057
C 7.210 -4.660 2.923
C 7.795 -4.035 1.839
C 6.967 -3.403 0.900
C 5.566 -3.448 1.026
C 7.516 -2.642 -0.172
N 8.721 -2.696 -0.741
N 8.751 -1.801 -1.700
C 7.572 -1.175 -1.706
O 6.758 -1.687 -0.757
C 7.134 -0.077 -2.495
C 7.759 0.233 -3.714
C 7.299 1.307 -4.444
C 6.257 2.094 -3.957
C 5.642 1.799 -2.736
C 4.561 2.695 -2.167
N 3.376 1.945 -1.781
C 2.801 1.845 -0.582
N 1.746 1.051 -0.676
C 1.721 0.691 -1.993
N 2.697 1.217 -2.681
C 6.066 0.704 -2.019
H 3.176 -5.162 1.799
H 3.202 -4.202 3.289
H 2.556 -1.550 2.899
H 1.354 -2.112 -1.064
H 5.386 -5.192 3.908
H 7.829 -5.126 3.676
H 8.870 -4.004 1.720
H 4.955 -3.003 0.252
H 8.583 -0.377 -4.062
H 7.751 1.541 -5.398
H 5.936 2.958 -4.526
H 4.278 3.451 -2.898
H 4.938 3.201 -1.278
H 3.138 2.353 0.306
H 0.969 0.067 -2.448
H 5.606 0.458 -1.070
C -1.025 2.605 3.980
Te -1.013 0.580 3.241
C -3.008 1.161 2.658
C -3.446 2.078 3.763
C -4.775 2.243 4.121
C -5.105 3.098 5.164
C -4.111 3.773 5.860
C -2.779 3.614 5.503
C -2.444 2.783 4.445
H -0.794 3.270 3.146
H -0.292 2.744 4.771
H -3.662 0.302 2.525
H -2.906 1.688 1.708
H -5.552 1.703 3.595
H -6.141 3.236 5.440
H -4.372 4.425 6.682
H -2.001 4.135 6.046
*
```

**Frontier orbital gap (spin up / spin down)**: 2.44 / 2.35 eV
**Electronic energy**: -78736.2844 eV


(3)
Computed, not measured: a cluster of 7 separate species, C4H26N3O6 in total at a distorted geometry, with ωB97M-V/def2-TZVPD.

Structure (ORCA input):
```
! wB97M-V def2-TZVPD RIJCOSX def2/J DEFGRID3
* xyz 1 1
N 0.371 2.176 -0.728
C 0.896 2.051 0.721
C 0.025 0.988 1.636
N -0.746 0.199 0.664
C 0.151 -0.750 -0.077
C -0.505 -2.071 -0.294
N -0.293 -2.841 0.954
H 0.214 1.270 -1.207
H 1.061 2.617 -1.306
H -0.501 2.783 -0.608
H 0.914 3.061 1.189
H 1.862 1.613 0.563
H -0.669 1.694 2.010
H 0.728 0.342 2.114
H -1.484 -0.331 1.173
H 0.720 -0.311 -0.993
H 1.060 -0.962 0.590
H 0.192 -2.778 -0.968
H -1.487 -2.264 -0.781
H -0.437 -2.244 1.723
H -0.758 -3.706 1.095
H -2.930 1.172 -2.391
H -2.282 0.822 -0.925
O -2.295 1.476 -1.645
H 2.685 -2.105 1.222
H 3.576 -1.281 2.287
O 3.174 -1.288 1.309
H -2.649 4.643 -0.233
H -2.711 3.307 -0.998
O -2.120 3.911 -0.548
H 2.488 0.914 -3.167
H 2.990 1.231 -1.792
O 2.246 1.453 -2.426
H -3.248 -1.379 3.141
H -1.631 -1.491 3.356
O -2.343 -1.184 2.845
H 0.958 -3.560 -1.764
H 1.224 -3.863 -3.232
O 1.552 -3.312 -2.509
*
```

**Frontier orbital gap**: 9.72 eV
**Electronic energy**: -21317.3515 eV


(4)
Computed, not measured: a structure of composition C19H31Cl2N7O4SY at a distorted geometry, with ωB97M-V/def2-TZVPD.

Structure (ORCA input):
```
! wB97M-V def2-TZVPD RIJCOSX def2/J DEFGRID3
* xyz 1 1
Y 0.830 -0.678 1.034
C -1.513 3.008 2.802
C -0.773 1.955 1.992
N -0.238 0.910 2.489
C -0.186 0.562 3.918
C 0.496 -0.824 4.122
N 1.756 -0.934 3.325
C 2.550 -2.210 3.349
C 2.380 -3.122 2.107
N 2.588 -2.423 0.797
C 2.122 -3.147 -0.415
C 1.961 -2.221 -1.625
N 1.102 -1.081 -1.327
C 0.779 -0.151 -2.147
C 1.134 -0.174 -3.612
C 0.140 1.112 -1.521
C -0.025 2.298 -2.223
C -0.485 3.421 -1.547
C -0.819 3.318 -0.209
C -0.605 2.118 0.461
N -0.109 1.081 -0.207
H -2.019 2.582 3.668
H -2.236 3.524 2.178
H -0.795 3.755 3.154
H -1.189 0.503 4.367
H 0.371 1.344 4.436
H -0.179 -1.605 3.794
H 0.678 -1.005 5.187
H 2.373 -0.179 3.569
H 2.286 -2.830 4.215
H 3.605 -1.942 3.435
H 1.362 -3.530 2.102
H 3.067 -3.969 2.218
H 3.547 -2.127 0.719
H 1.161 -3.597 -0.161
H 2.789 -3.971 -0.703
H 1.576 -2.811 -2.454
H 2.950 -1.838 -1.918
H 1.337 -1.176 -3.975
H 2.030 0.434 -3.750
H 0.316 0.279 -4.167
H 0.233 2.353 -3.267
H -0.587 4.347 -2.088
H -1.172 4.167 0.357
Cl -2.107 -1.447 2.024
C -0.950 -2.667 1.179
H -1.480 -2.906 0.240
H -0.967 -3.548 1.811
O 2.171 1.603 1.725
Cl 3.380 1.179 1.015
O 4.268 2.257 0.805
O 3.979 0.105 1.764
O 2.884 0.619 -0.247
S -2.603 -0.620 -1.202
C -3.191 0.197 -2.539
N -3.931 1.308 -2.486
C -4.463 1.732 -3.789
C -3.889 0.646 -4.737
N -2.981 -0.093 -3.840
H -4.326 1.583 -1.603
H -4.111 2.721 -4.080
H -5.561 1.711 -3.793
H -3.374 1.126 -5.565
H -4.665 -0.014 -5.113
H -2.674 -1.019 -4.050
*
```

**Frontier orbital gap**: 7.03 eV
**Electronic energy**: -75741.3655 eV


no.,molar mass (g mol⁻¹)
1,1109.3
2,1001.6
3,212.3
4,613.4